# 1
{
  "formula": "C5H7NO",
  "method": "ωB97M-V/def2-TZVPD",
  "symbols": ["H", "H", "C", "C", "H", "C", "C", "H", "C", "H", "O", "N", "H", "H"],
  "positions_angstrom": [[-2.315, 0.520, -1.214], [3.599, -0.250, 0.485], [-0.025, 1.053, 0.562], [-0.549, -0.142, -0.175], [-2.417, -1.164, -0.661], [-2.030, -0.175, -0.413], [0.491, -0.933, -0.456], [0.535, -1.880, -0.981], [1.725, -0.326, 0.093], [-0.243, 1.974, 0.004], [1.379, 0.864, 0.688], [2.887, -0.824, 0.031], [-0.492, 1.127, 1.553], [-2.558, 0.177, 0.485]],
  "forces_ev_per_angstrom": [[0.149, -0.157, 0.071], [-0.246, 0.053, -0.030], [-0.123, 0.062, 0.020], [0.093, 0.070, 0.049], [0.143, 0.046, -0.049], [0.011, -0.113, -0.033], [-0.194, 0.069, 0.041], [-0.151, 0.150, 0.101], [0.050, -0.260, -0.146], [0.163, -0.027, 0.143], [0.079, -0.045, -0.026], [-0.322, 0.216, 0.054], [0.192, 0.069, -0.056], [0.156, -0.134, -0.139]],
  "nbo_charge": [0.232, 0.351, -0.101, 0.042, 0.232, -0.650, -0.289, 0.237, 0.532, 0.193, -0.496, -0.698, 0.192, 0.222],
  "gap_ev": 10.060,
  "total_energy_ha": -324.69868,
  "e_above_lowest_kcal_mol": 16.18,
  "spin_multiplicity": 1,
  "charge": 0,
  "max_force_ev_per_a": 0.4,
  "smiles": "[H]/N=C1/C=C(C)CO1"
}

# 2
{
  "formula": "C6H14NO",
  "method": "ωB97M-V/def2-TZVPD",
  "symbols": ["C", "C", "H", "H", "H", "H", "H", "H", "H", "H", "C", "H", "H", "H", "C", "C", "C", "H", "O", "H", "N", "H"],
  "positions_angstrom": [[2.323, 0.449, -0.405], [-2.325, 0.829, -0.219], [2.980, -0.188, -1.119], [-2.848, 1.256, -1.099], [-1.694, -1.790, -0.250], [-2.958, 0.191, 0.309], [1.292, -1.307, 0.101], [-0.172, -1.277, 1.893], [-0.347, -1.560, -1.385], [2.222, 1.470, -0.768], [1.281, -0.270, 0.383], [-2.336, 1.685, 0.513], [3.383, -0.319, 1.360], [-0.032, 1.316, 0.872], [2.488, 0.311, 1.059], [-0.103, 0.229, 0.677], [-1.313, -1.273, -1.068], [-0.694, 0.534, -1.481], [-0.752, -0.411, 1.663], [-1.865, -1.318, -2.041], [-1.012, 0.155, -0.634], [2.481, 1.290, 1.641]],
  "forces_ev_per_angstrom": [[1.463, 0.095, -2.186], [-0.195, 2.469, -0.965], [-1.308, 1.105, 1.464], [0.410, -0.682, 0.301], [-0.781, -1.070, 1.006], [-0.795, -1.799, 0.324], [0.070, -0.640, 0.522], [-2.135, 2.801, -0.557], [1.096, -1.221, 0.058], [-0.413, -0.209, -0.026], [-0.405, -0.168, -0.221], [1.396, -0.612, -0.817], [-1.672, 0.499, -0.094], [-0.399, -0.392, -0.107], [2.425, 0.349, 1.236], [1.671, 1.599, -1.634], [0.846, 1.879, -1.865], [1.245, 1.562, -0.859], [1.586, -3.490, 1.187], [-0.287, 0.375, 1.293], [-3.252, -0.883, 2.688], [-0.565, -1.566, -0.747]],
  "nbo_charge": [-0.420, -0.455, 0.243, 0.239, 0.236, 0.238, 0.233, 0.511, 0.217, 0.230, -0.337, 0.253, 0.252, 0.197, -0.409, 0.297, -0.415, 0.432, -0.674, 0.249, -0.366, 0.248],
  "gap_ev": 11.992,
  "total_energy_ha": -366.68054,
  "e_above_lowest_kcal_mol": 54.41,
  "spin_multiplicity": 1,
  "charge": 1,
  "max_force_ev_per_a": 4.3,
  "smiles": "C[NH+](C)[C@@H](O)C1CC1"
}

# 3
{
  "formula": "H8O4",
  "method": "ωB97M-V/def2-TZVPD",
  "symbols": ["H", "H", "O", "H", "O", "H", "H", "H", "O", "H", "O", "H"],
  "positions_angstrom": [[-1.109, -1.708, -0.422], [4.085, -0.130, -0.669], [3.759, 0.004, 0.188], [-2.790, 0.072, 0.980], [-0.338, 2.382, -0.184], [3.691, -0.805, 0.688], [-1.176, 2.478, 0.238], [-3.458, -0.406, -0.118], [-2.567, -0.323, 0.196], [-0.101, 1.449, -0.180], [-0.232, -1.905, -0.178], [0.235, -1.107, -0.537]],
  "forces_ev_per_angstrom": [[-1.897, 0.232, -0.150], [0.716, -0.784, -1.645], [-0.918, 1.218, 1.913], [0.064, 1.627, 3.654], [1.087, 0.159, -0.572], [0.159, -0.453, -0.280], [-0.835, -0.189, 0.410], [-0.699, -0.461, -1.172], [0.464, -1.107, -2.534], [-0.261, 0.060, 0.159], [2.449, 0.942, -0.356], [-0.328, -1.245, 0.573]],
  "nbo_charge": [0.477, 0.471, -0.948, 0.465, -0.937, 0.477, 0.466, 0.468, -0.930, 0.471, -0.936, 0.457],
  "gap_ev": 11.503,
  "total_energy_ha": -305.72778,
  "e_above_lowest_kcal_mol": 32.27,
  "spin_multiplicity": 1,
  "charge": 0,
  "max_force_ev_per_a": 4.0,
  "smiles": "O.O.O.O"
}

# 4
{
  "formula": "C4H6N4S",
  "method": "ωB97M-V/def2-TZVPD",
  "symbols": ["N", "C", "N", "H", "H", "C", "H", "H", "S", "N", "N", "C", "H", "H", "C"],
  "positions_angstrom": [[-1.488, 1.878, -0.463], [-1.488, 0.819, -1.233], [1.842, -0.393, 1.748], [-0.797, 1.875, 0.295], [1.478, -2.403, 2.096], [1.304, -1.552, 1.533], [-0.089, -2.230, -0.147], [-0.129, -0.783, -1.767], [-2.542, 0.419, -2.406], [0.003, 0.045, -1.235], [0.558, -0.293, -0.038], [0.474, -1.581, 0.427], [-2.357, 2.339, -0.287], [1.835, 1.404, 0.645], [1.395, 0.456, 0.830]],
  "forces_ev_per_angstrom": [[1.127, -0.054, 1.792], [3.014, -2.223, -1.797], [0.761, 3.258, 0.433], [-0.408, 0.261, -0.355], [0.571, -1.262, 1.297], [-1.951, -2.483, -1.606], [-0.940, -1.560, -0.487], [-0.324, -0.616, -0.618], [0.049, -0.240, 0.321], [-3.107, 3.536, -0.263], [0.666, 0.646, 1.352], [1.652, 2.742, 1.247], [-0.327, 0.221, -0.055], [-0.246, 0.669, -0.348], [-0.537, -2.895, -0.914]],
  "nbo_charge": [-0.778, 0.228, -0.432, 0.402, 0.197, -0.064, 0.215, 0.379, -0.118, -0.451, -0.192, -0.115, 0.418, 0.214, 0.097],
  "gap_ev": 9.193,
  "total_energy_ha": -773.16343,
  "e_above_lowest_kcal_mol": 41.06,
  "spin_multiplicity": 1,
  "charge": 0,
  "max_force_ev_per_a": 4.7,
  "smiles": "NC(=S)Nn1ccnc1"
}